An isolated molecule of C3H3ClN2O in a non-equilibrium geometry. Source: the Open Molecules 2025 dataset; level of theory: the ωB97M-V functional and the def2-TZVPD basis.

The geometry in XYZ format:
```
10
Properties=species:S:1:pos:R:3
C 0.7410 0.4545 0.3455
C -0.3896 -0.1511 0.9380
C -1.1070 -0.4999 -0.1808
H 2.5025 1.1491 0.5801
H -0.7563 -0.2354 2.0133
H -0.5541 -0.5374 -2.2625
N -0.3461 -0.2370 -1.3057
N 0.7774 0.3746 -0.9565
O 1.6693 1.1115 1.0846
Cl -2.5372 -1.4289 -0.2559
```

Values from the calculation:
ΔE to the lowest compared entry with this formula, charge and spin	13.0	kcal per mole
lowest unoccupied orbital energy	0.86	eV
E	-761.0408	Eh
gap between HOMO and LUMO	9.9	eV


An isolated molecule of C9H20O5 in a non-equilibrium geometry. Source: the Open Molecules 2025 dataset; level of theory: the ωB97M-V functional and the def2-TZVPD basis.

The geometry in XYZ format:
```
34
Properties=species:S:1:pos:R:3
C 2.0034 2.4326 -0.1214
C 0.8381 1.6535 0.8048
C 0.5394 0.3642 -0.0707
C 1.2776 -0.8434 0.3704
C 2.4156 -1.5612 -0.5377
C -1.0114 0.1008 -0.1602
C -1.5006 0.1976 1.3025
C -1.1528 -1.3077 -0.7184
C -1.9663 1.2279 -0.7712
H 3.6732 1.2743 0.3810
H 2.2681 3.3460 0.2056
H 1.3928 2.6415 -1.1272
H 1.2429 1.2101 1.7635
H 0.0283 2.3491 1.0101
H 0.7052 0.3648 -1.2028
H 0.5859 -1.4024 0.9306
H 2.0501 -0.4277 1.2319
H 2.8205 -0.8777 -1.2912
H 1.9710 -2.4300 -1.1222
H 3.0916 -3.1719 0.3326
H -1.6965 1.3270 1.3168
H -0.5166 0.0042 1.9731
H -3.3621 -0.5234 0.7461
H -0.7358 -1.1646 -1.7324
H -0.6684 -2.0754 -0.0371
H -2.5711 -1.7643 0.1644
H -1.7504 2.0880 -0.1925
H -1.6722 1.1427 -1.7973
H -3.4482 0.1951 -1.2288
O 3.1741 1.6340 -0.4661
O 3.5990 -2.1730 0.2437
O -2.5327 -0.6990 1.5025
O -2.3923 -1.7339 -0.7136
O -3.3564 1.0106 -0.6807
```

Values from the calculation:
ΔE to the lowest compared entry with this formula, charge and spin	80.0	kcal per mole
lowest unoccupied orbital energy	0.56	eV
E	-730.8637	Eh
gap between HOMO and LUMO	10.0	eV


An isolated molecule of CH3N. Source: the Open Molecules 2025 dataset; level of theory: the ωB97M-V functional and the def2-TZVPD basis.

The geometry in XYZ format:
```
5
Properties=species:S:1:pos:R:3
C -0.2755 0.1495 0.2616
N 0.2489 -0.1823 -0.8322
H -1.3359 0.3863 0.1904
H 0.1676 0.2037 1.2547
H 1.1949 -0.5572 -0.8745
```

Values from the calculation:
ΔE to the lowest compared entry with this formula, charge and spin	3.0	kcal per mole
lowest unoccupied orbital energy	1.33	eV
E	-94.6183	Eh
gap between HOMO and LUMO	11.2	eV


A cluster of 3 separate species, C4H17N2O2 in total in a non-equilibrium geometry. Source: the Open Molecules 2025 dataset; level of theory: the ωB97M-V functional and the def2-TZVPD basis.

The geometry in XYZ format:
```
25
Properties=species:S:1:pos:R:3
C 0.0726 -1.0162 -0.4912
N 1.0996 -1.3092 -1.6182
C -0.4599 0.4064 -0.1290
N 0.7890 1.3193 -0.1566
C 0.9785 1.9361 1.2447
C 2.0074 3.0102 1.2802
H -0.8878 -1.6837 -0.7999
H 0.2570 -1.4219 0.4862
H 0.6191 -1.8947 -2.4255
H 1.7799 -2.0048 -1.1092
H -1.2494 0.5671 -0.8293
H -0.8406 0.2964 0.8706
H 1.6678 0.8741 -0.3428
H 0.5399 2.1190 -0.8107
H 1.1872 1.0038 1.8967
H -0.0947 2.3664 1.5658
H 2.1135 3.4806 0.3525
H 1.7272 3.6898 2.0293
H 3.0202 2.5478 1.4642
H -4.1302 -3.6751 -3.6572
H -5.0431 -2.3504 -3.7394
O -4.4326 -2.9666 -3.2390
H 0.4782 -1.9979 2.4086
H -0.8625 -1.8917 3.2843
O -0.3362 -1.4048 2.4648
```

Values from the calculation:
ΔE to the lowest compared entry with this formula, charge and spin	87.0	kcal per mole
lowest unoccupied orbital energy	-2.92	eV
E	-422.2540	Eh
charge	+1
gap between HOMO and LUMO	10.5	eV


A structure of composition C40H47GeNO2P2PdS2Se. Source: the Open Molecules 2025 dataset; level of theory: the ωB97M-V functional and the def2-TZVPD basis.

The geometry in XYZ format:
```
97
Properties=species:S:1:pos:R:3
Pd 0.6833 -0.2979 0.7639
C -0.6606 7.4801 1.7060
S -2.3672 6.9999 2.0320
C -2.0944 5.4010 2.8297
C -1.4251 4.3626 1.9433
C -1.2983 3.0220 2.6616
N -0.6945 1.9534 1.8766
P 0.8431 1.8548 1.3027
C 1.3550 3.1068 0.0887
C 1.8329 4.3697 0.4401
C 2.1778 5.2846 -0.5410
C 2.0556 4.9439 -1.8833
C 1.6013 3.6842 -2.2417
C 1.2596 2.7670 -1.2577
C 2.0413 2.0253 2.6566
C 3.3896 2.2818 2.4071
C 4.3142 2.2289 3.4404
C 3.9012 1.9260 4.7304
C 2.5597 1.6744 4.9875
C 1.6351 1.7195 3.9556
P -1.4731 0.4360 0.9882
C -2.3417 1.5413 -0.1747
C -1.9461 1.5661 -1.5094
C -2.5434 2.4410 -2.4028
C -3.5615 3.2849 -1.9791
C -3.9794 3.2449 -0.6582
C -3.3671 2.3829 0.2423
C -2.4680 -0.0138 2.4306
C -1.8076 -0.3592 3.6066
C -2.5284 -0.7122 4.7346
C -3.9170 -0.7113 4.6960
C -4.5774 -0.3863 3.5218
C -3.8556 -0.0530 2.3838
H -0.6815 8.5101 1.3542
H -0.2042 6.8590 0.9365
H -0.0668 7.4369 2.6200
H -3.0900 5.0634 3.1282
H -1.5215 5.5577 3.7481
H -0.4319 4.7105 1.6608
H -1.9893 4.2481 1.0160
H -2.2875 2.6679 2.9655
H -0.7388 3.1734 3.5940
H 1.9455 4.6367 1.4847
H 2.5466 6.2631 -0.2608
H 2.3252 5.6603 -2.6486
H 1.5185 3.4111 -3.2858
H 0.9150 1.7752 -1.5305
H 3.7217 2.5151 1.4028
H 5.3591 2.4229 3.2358
H 4.6234 1.8887 5.5357
H 2.2336 1.4409 5.9927
H 0.5915 1.5090 4.1504
H -1.1795 0.8818 -1.8504
H -2.2206 2.4560 -3.4364
H -4.0326 3.9638 -2.6781
H -4.7811 3.8899 -0.3214
H -3.6986 2.3706 1.2723
H -0.7246 -0.3817 3.6214
H -2.0090 -0.9978 5.6405
H -4.4830 -0.9842 5.5776
H -5.6584 -0.4141 3.4798
H -4.3733 0.1475 1.4562
O -3.6283 -2.3914 0.5634
C -2.5777 -2.1286 0.0306
O -2.0580 -0.9157 -0.0761
C -1.7310 -3.1655 -0.6499
C -2.2743 -3.8695 -1.7148
C -1.5255 -4.8218 -2.3911
C -0.2340 -5.0926 -1.9666
C 0.3036 -4.4050 -0.8879
C -0.4222 -3.4171 -0.2223
S 0.2901 -2.6294 1.2003
H -3.2981 -3.6659 -2.0034
H -1.9540 -5.3601 -3.2265
H 0.3555 -5.8521 -2.4660
H 1.2987 -4.6480 -0.5352
C 3.6544 -0.1950 -3.1994
Ge 2.6406 -1.7473 -2.5720
C 0.7250 -1.3625 -2.6440
C 3.0596 -3.3226 -3.6462
C 3.2618 -2.1512 -0.7373
Se 3.1596 -0.6194 0.4411
C 3.5826 -1.4796 2.1322
H 3.3766 0.0476 -4.2261
H 4.7266 -0.3932 -3.1718
H 3.4528 0.6797 -2.5772
H 0.5329 -0.5360 -3.3312
H 0.3242 -1.1017 -1.6623
H 0.1767 -2.2401 -2.9901
H 2.7926 -3.1478 -4.6892
H 2.4854 -4.1764 -3.2861
H 4.1211 -3.5666 -3.5980
H 4.3013 -2.4803 -0.7584
H 2.6334 -2.9220 -0.2901
H 4.6234 -1.7945 2.1191
H 2.9084 -2.3241 2.2532
H 3.4260 -0.7369 2.9132
```

Values from the calculation:
ΔE to the lowest compared entry with this formula, charge and spin	0.5	kcal per mole
lowest unoccupied orbital energy	-0.19	eV
E	-7843.0810	Eh
gap between HOMO and LUMO	7.2	eV


Question: Among the records above, which one has the highest E?
Answer: CH3N